Entry 1:
The following is a DFT calculation (ωB97M-V with the def2-TZVPD basis set) of a cluster of 15 separate species, C6H41NO14 in total.

The LUMO energy comes out at 0.19 eV. The orbital gap comes out at 8.423 eV. The total energy is -1361.28828 a.u. The value obtained for the HOMO energy is -0.30267 Eh.

The geometry in ORCA input format:
```
! wB97M-V def2-TZVPD RIJCOSX def2/J DEFGRID3
* xyz 0 1
C 3.41101 0.32624 -0.60097
C 2.58074 1.18004 0.36814
C 1.08580 1.06201 0.19163
C 0.35843 2.10546 -0.22684
N 0.73242 3.47243 -0.14210
C 0.55389 -0.32950 0.28893
C -0.50932 -0.79016 -0.78080
H 4.45483 0.21940 -0.34634
H 3.02727 -0.67118 -0.79309
H 3.39855 0.85397 -1.55183
H 2.76430 0.79389 1.39036
H 2.79832 2.25192 0.44459
H -0.67184 1.96209 -0.54364
H 1.60475 3.77138 -0.55560
H -0.04974 4.05572 -0.39770
H 1.30976 -1.11444 0.20315
H 0.20826 -0.62775 1.28440
H -0.97075 0.06761 -1.26278
H -1.18760 -1.59847 -0.45650
H 0.01527 -1.41286 -1.52806
H -3.02673 -1.11043 -3.80498
H -2.39985 0.34468 -3.93990
O -2.59445 -0.50188 -4.40870
H -1.37713 3.97044 2.50060
H -1.40869 3.23691 3.77362
O -1.91175 3.30007 2.94698
H -0.99784 -3.64025 1.37876
H 0.28898 -3.31587 0.46535
O -0.21329 -3.12882 1.24845
H -0.01186 -1.57218 2.94355
H -0.22844 -1.00270 4.42787
O 0.16266 -0.86546 3.56163
H -1.26363 1.44742 2.70441
H -1.02830 0.06497 2.22619
O -1.77553 0.68517 2.38264
H -2.72031 1.32065 0.66847
H -2.73349 0.04885 -0.29343
O -2.82137 0.99779 -0.23453
H -3.13926 2.17364 -3.08241
H -2.56772 1.41371 -1.85290
O -2.36054 1.69137 -2.78188
H 0.50582 -2.35334 -3.85851
H 1.94134 -2.49137 -3.77097
O 1.15677 -2.86690 -3.34334
H 2.04996 -2.80648 -1.54078
H 2.89346 -3.84543 -0.69081
O 2.29586 -3.12408 -0.67347
H -0.15685 0.04889 -3.56551
H -0.75912 -0.35532 -4.89089
O 0.08381 -0.37476 -4.39365
H 1.56834 2.45605 3.40108
H 0.97927 3.03843 2.08623
O 1.22439 3.25554 2.99228
H 1.90379 0.12112 3.69489
H 3.14773 0.94492 3.68098
O 2.35078 0.81318 4.21478
H -4.56897 -0.16147 1.86385
H -3.07720 -0.45535 1.97119
O -3.93182 -0.87311 1.77917
H 0.42572 -3.87443 -1.13392
H -0.30685 -4.27471 -2.26597
O -0.51205 -3.95727 -1.37133
*
```



Entry 2:
The following is a DFT calculation (ωB97M-V with the def2-TZVPD basis set) of the molecule C6H5N.

The LUMO energy (alpha / beta) comes out at -0.04 / 0.03 eV. The orbital gap (alpha / beta) comes out at 7.129 / 7.247 eV. The total energy is -286.16749 a.u. The value obtained for the HOMO energy (alpha / beta) is -0.26365 / -0.26502 Eh.

The geometry in ORCA input format:
```
! wB97M-V def2-TZVPD RIJCOSX def2/J DEFGRID3
* xyz 0 1
C -1.33551 -2.69549 0.03729
C -0.95054 -1.65475 -0.44624
C -0.29694 -0.50371 -0.92689
N -0.70876 0.75252 -0.68378
C 0.17904 1.68467 -0.28360
C 1.20517 1.29304 0.60268
C 1.96771 0.93441 1.47477
H -1.64591 -3.60831 0.49337
H 0.71992 -0.58539 -1.29078
H -1.70150 0.98448 -0.71509
H 0.00002 2.72325 -0.53005
H 2.56837 0.62203 2.30106
*
```



Entry 3:
The following is a DFT calculation (ωB97M-V with the def2-TZVPD basis set) of a cluster of 2 separate species, C2H6N4S in total.

The LUMO energy comes out at -1.55 eV. The orbital gap comes out at 7.173 eV. The SMILES is [H]/N=N/N=S.[H]/N=C/C. The total energy is -696.83328 a.u. The value obtained for the HOMO energy is -0.32038 Eh.

The geometry in ORCA input format:
```
! wB97M-V def2-TZVPD RIJCOSX def2/J DEFGRID3
* xyz 0 1
H 1.66270 2.83925 -0.68879
N 1.45749 1.97299 -0.20300
N 2.52310 1.31273 -0.18667
N 2.84998 0.26341 0.18508
S 3.71407 -1.05572 0.17256
H 1.31254 -2.37247 -0.49270
N 0.42802 -1.91998 -0.67913
C 0.11628 -1.00868 0.11477
C -1.11484 -0.10922 0.08962
H 0.89140 -0.87761 0.99295
H -1.64434 -0.21726 0.94079
H -1.65848 -0.31527 -0.85673
H -0.50476 0.89937 -0.04436
*
```



Entry 4:
The following is a DFT calculation (ωB97M-V with the def2-TZVPD basis set) of a structure of composition C12H10N2O5STi.

The expectation value of S² is 0.808. The LUMO energy (alpha / beta) comes out at 1.81 / 1.91 eV. The orbital gap (alpha / beta) comes out at 3.638 / 3.620 eV. The total energy is -2196.69044 a.u. The value obtained for the HOMO energy (alpha / beta) is -0.06725 / -0.06282 Eh.

The geometry in ORCA input format:
```
! wB97M-V def2-TZVPD RIJCOSX def2/J DEFGRID3
* xyz -1 2
Ti 0.10130 -0.07910 0.21310
O -3.49010 -0.05980 2.08830
C -2.15480 -0.01180 1.78350
O -1.80210 -0.08520 0.54780
C -1.15880 0.14350 2.75740
C -1.19320 0.03710 4.16640
C 0.00920 0.03100 4.86200
C 1.23250 0.10890 4.20190
C 1.22770 0.22150 2.78900
N 0.03710 0.33770 2.11340
C 2.26490 0.14100 1.84890
O 3.59850 0.11350 2.19700
O 1.95410 0.08570 0.60050
H -3.95090 -0.15890 1.24210
H -2.13740 -0.08910 4.67090
H -0.00210 -0.08420 5.93950
H 2.16140 0.03890 4.75480
H 3.64900 0.15050 3.15980
S 0.03060 1.41520 -1.41820
O -0.03450 -1.79530 -0.42420
N 1.18250 -2.36240 -0.61150
C 1.97360 -2.67420 0.48740
C 3.27960 -3.01290 0.32650
C 3.86880 -3.04640 -0.94800
C 3.06000 -2.68100 -2.04460
C 1.76140 -2.33140 -1.86780
H 1.47250 -2.62660 1.44560
H 3.86620 -3.26690 1.19750
H 4.90570 -3.30350 -1.07960
H 3.47290 -2.68670 -3.04310
H 1.09280 -2.03130 -2.66310
*
```



Entry 5:
The following is a DFT calculation (ωB97M-V with the def2-TZVPD basis set) of a cluster of 2 separate species, C2H2ClNO in total.

The expectation value of S² is 2.015. The LUMO energy (alpha / beta) comes out at 0.80 / -3.39 eV. The orbital gap (alpha / beta) comes out at 8.883 / 7.405 eV. The total energy is -667.40543 a.u. The value obtained for the HOMO energy (alpha / beta) is -0.29705 / -0.39668 Eh.

The geometry in ORCA input format:
```
! wB97M-V def2-TZVPD RIJCOSX def2/J DEFGRID3
* xyz 0 3
C -0.11574 -1.39148 0.80869
C -0.07678 1.02431 -0.49831
N 1.05893 -1.56646 0.79802
O -1.20361 -0.92655 0.72617
Cl 1.44842 0.45682 -0.36832
H -0.44973 0.80107 -1.56766
H -0.66150 1.60229 0.10140
*
```



Entry 6:
The following is a DFT calculation (ωB97M-V with the def2-TZVPD basis set) of the molecule C4H13N2O.

The expectation value of S² is 0.751. The LUMO energy (alpha / beta) comes out at 0.92 / 0.68 eV. The orbital gap (alpha / beta) comes out at 3.567 / 10.555 eV. The total energy is -344.79518 a.u. The value obtained for the HOMO energy (alpha / beta) is -0.09740 / -0.36273 Eh.

The geometry in ORCA input format:
```
! wB97M-V def2-TZVPD RIJCOSX def2/J DEFGRID3
* xyz 0 2
C 1.35269 1.50206 -0.44572
O 0.87532 2.76648 -0.02639
C 0.48661 0.44129 0.26203
C 0.52551 -0.87238 -0.51071
C -0.51713 -2.01069 -0.22444
N -1.47744 -1.69690 0.83939
N -0.97757 0.98724 0.28465
H 1.37404 1.33052 -1.52597
H 2.37269 1.33753 -0.06940
H 1.42273 3.46374 -0.40226
H 0.76055 0.45587 1.32041
H 0.33405 -0.61035 -1.57182
H 1.53306 -1.24267 -0.65717
H -1.07916 -2.33607 -1.09447
H 0.11294 -2.79047 0.21557
H -1.59415 0.05166 0.41893
H -2.24413 -2.35649 0.86366
H -1.04499 -1.59676 1.76473
H -1.20148 1.59094 1.10196
H -1.01414 1.58547 -0.54299
*
```